38
Properties=species:S:1:pos:R:3 method="wB97M-V/def2-TZVPD" total_energy_ha=-3745.0529 lumo_energy_ev=-7.6 orbital_gap_ev=8.59 total_charge=+2 de_lowest_kj_mol=0.0 homo_ev=-16.21
Zr 0.32280 0.08850 1.52240
C -0.38590 2.35150 1.16720
H 1.32460 -0.38520 6.37600
C 2.53740 1.90700 0.16990
H -2.48470 -0.72570 3.29070
N -0.43460 -0.59750 3.50410
N -1.68680 0.50030 0.72600
C -2.71360 -0.19190 0.22270
H -2.64000 3.62340 -0.08910
H 4.23960 3.11900 -0.26350
H -2.66330 -1.27350 0.33570
C 1.75980 3.12780 0.67130
H -2.92500 -0.64100 5.75270
C 0.58390 -0.51000 4.36110
C -3.75840 1.82510 -0.55120
F 0.22300 -1.65160 0.93590
O 2.31660 4.09430 1.09310
C -1.91160 -0.60960 5.37740
H -4.58730 -0.14260 -0.81410
H 2.15440 -1.31400 -0.40310
C -3.77130 0.44200 -0.41740
C -1.68540 1.84900 0.60990
H -0.98880 -0.44870 7.31710
C 2.64400 -0.33800 -0.37300
C 3.82060 2.12400 -0.31780
C 3.90800 -0.18370 -0.92140
H -4.56490 2.33310 -1.06240
O -0.03010 1.78800 2.30160
H 5.51380 1.21280 -1.27120
H 4.40690 -1.02400 -1.37990
N 0.41320 2.98310 0.41050
C 0.46230 -0.46710 5.73290
C -2.69350 2.55030 -0.02020
N 1.95270 0.68670 0.17310
Br 2.28720 -0.38760 3.41620
C -1.67360 -0.64930 4.01020
C -0.83370 -0.51120 6.24860
C 4.52000 1.06340 -0.87520